[1]
Computed, not measured: a 4-piece molecular cluster, C5H8O2 overall, with ωB97M-V with the def2-TZVPD basis set.

Values from the calculation:
Net charge: 0

Atoms and positions in Å:
O1 -1.6134 1.3386 1.0838
C1 -0.4931 1.6799 0.6467
C2 0.8121 -0.1059 0.6091
C3 -0.0409 -1.1607 0.2634
C4 0.2453 -1.0576 -1.2369
C5 1.2524 0.0375 -0.8005
O2 2.0851 0.6809 -1.3842
H1 -1.8350 -0.0211 0.6658
H2 0.2516 2.1127 1.3247
H3 -0.3614 1.9055 -0.4230
H4 1.3167 0.1009 1.5467
H5 -0.2675 -2.0590 0.8299
H6 -1.5104 -0.7692 0.4255
H7 -0.5810 -0.7476 -1.8842
H8 0.7395 -1.9348 -1.6667

How is the electron density shared among the atoms? According to natural (NBO), the charges in e are: O -0.598; C 0.186; C -0.423; C -0.115; C -0.536; C 0.574; O -0.538; H 0.244; H 0.160; H 0.141; H 0.240; H 0.240; H -0.036; H 0.227; H 0.233

=====

[2]
Computed, not measured: C7H15N2O2PS as an isolated structure, with ωB97M-V with the def2-TZVPD basis set.

Values from the calculation:
Net charge: 0

Atoms and positions in Å:
C1 0.2967 -0.3810 -3.2147
C2 -0.7505 1.9034 -0.4505
C3 -0.6255 1.5715 -1.9360
C4 0.9922 -1.6678 -3.0210
C5 0.4260 0.9376 2.9253
C6 0.0212 -1.6355 2.7437
C7 0.9438 -0.4000 2.4746
N1 -1.3495 0.7125 0.1846
N2 0.1218 0.3128 -2.0250
O1 -0.2369 0.0512 -4.1982
O2 -1.1927 -1.7090 -0.4987
P1 -0.3950 -0.4917 -0.3854
S1 1.3944 -0.2672 0.6758
H1 0.3358 2.0767 0.0736
H2 -1.2724 2.7477 -0.1356
H3 -1.5568 1.4559 -2.3678
H4 -0.2045 2.4505 -2.4994
H5 1.1433 -2.1679 -3.9967
H6 0.3869 -2.2857 -2.3033
H7 1.9395 -1.4444 -2.4730
H8 -0.5395 1.0845 2.4589
H9 0.2120 1.0296 4.0349
H10 0.9731 1.8619 2.6199
H11 -0.0889 -2.1692 1.8950
H12 -1.0060 -1.3060 3.0370
H13 0.5696 -2.2286 3.4032
H14 1.8224 -0.5265 2.9939
H15 -2.3605 0.4846 -0.0149

How is the electron density shared among the atoms? According to natural (NBO), the charges in e are: C 0.690; C -0.256; C -0.243; C -0.731; C -0.642; C -0.613; C -0.284; N -1.010; N -0.742; O -0.585; O -1.078; P 2.012; S -0.086; H 0.222; H 0.222; H 0.196; H 0.217; H 0.246; H 0.264; H 0.237; H 0.226; H 0.219; H 0.220; H 0.225; H 0.218; H 0.218; H 0.214; H 0.422

=====

[3]
Computed, not measured: a single C2H3ClO2 molecule, with ωB97M-V with the def2-TZVPD basis set.

Values from the calculation:
SMILES: O=C(O)CCl
Net charge: 0

Atoms and positions in Å:
C1 0.3888 -0.1332 0.9332
C2 0.0747 0.7259 -0.2268
H1 2.0048 -0.8165 1.5866
H2 -0.3460 1.6869 0.1870
H3 1.0525 0.9813 -0.6561
O1 1.7734 -0.1745 0.9523
O2 -0.2886 -0.7562 1.6869
Cl1 -1.0218 0.1198 -1.5570

How is the electron density shared among the atoms? According to natural (NBO), the charges in e are: C 0.760; C -0.485; H 0.490; H 0.248; H 0.250; O -0.694; O -0.539; Cl -0.029

=====

[4]
Computed, not measured: a single C4H6N2 molecule, with ωB97M-V with the def2-TZVPD basis set.

Values from the calculation:
SMILES: Cc1cnc[nH]1
Net charge: 0

Atoms and positions in Å:
C1 1.4320 0.4866 0.7633
C2 0.2836 -0.1191 0.0169
C3 0.0109 0.1016 -1.2994
N1 -1.3209 -0.1342 -1.5638
C4 -1.8418 -0.4803 -0.4524
N2 -0.9304 -0.4733 0.5985
H1 1.2553 1.5177 1.0495
H2 2.2570 0.5032 0.0578
H3 1.8233 -0.0785 1.6077
H4 0.7896 0.4909 -1.9190
H5 -2.8745 -0.6342 -0.1711
H6 -0.8842 -1.1803 1.3118

How is the electron density shared among the atoms? According to natural (NBO), the charges in e are: C -0.641; C 0.092; C -0.096; N -0.443; C 0.185; N -0.560; H 0.224; H 0.224; H 0.214; H 0.202; H 0.191; H 0.408

=====

Taking the records one at a time from the top gives relative energy (zero: lowest compared OMol25 entry of this formula, charge and spin) values of 5.0593 0.0193 0.0608 0.6003 eV.
Taking the records one at a time from the top gives Kohn-Sham gap values of 0.3624 0.3675 0.4259 0.3549 hartree.
Taking the records one at a time from the top gives F_max values of 0.49 3.87 2.60 2.13 eV/Å.